An isolated molecule of H3N2OP at a distorted geometry, computed with wB97M-V/def2-TZVPD.

Structure (XYZ):
```
7
Properties=species:S:1:pos:R:3:forces:R:3
N 1.078710 -0.695046 0.242453 -2.8 0.6 0.2
H 1.573242 -0.700583 -0.618830 0.2 0.5 -1.3
O -0.078618 1.391847 -0.093963 -2.1 -1.0 0.1
H -0.852077 1.994587 0.004909 0.6 -0.2 -0.3
H 1.365420 -1.563774 0.655502 -1.0 -0.8 0.4
N -2.302269 -0.290202 -0.118437 2.5 -0.5 0.1
P -0.784406 -0.136830 -0.071634 2.5 1.5 0.7
```
Positions in Å, forces in eV/Å.

Computed properties:
HOMO level in eV: -9.9
Total energy in Eh: -527.813310
Kohn-Sham gap in eV: 8.8968
SMILES: N#P(N)O
Energy relative to the best compared isomer or geometry (same formula, charge and spin) in kcal/mol: 46.97